(1)
Entry from OMol25: 4 unconnected molecules or ions with the total composition C12H12Cl6N2 at a distorted geometry (ωB97M-V/def2-TZVPD).

Geometry as XYZ:
```
32
Properties=species:S:1:pos:R:3:nbo_charge:R:1
Cl -0.349 5.393 1.700 0.03
C -1.731 6.305 1.113 -0.25
Cl -2.624 7.066 2.562 -0.03
Cl -2.757 5.303 0.052 0.03
H -1.375 7.151 0.525 0.23
Cl -3.345 2.570 -1.552 -0.03
C -2.719 1.341 -2.741 -0.25
Cl -1.440 2.043 -3.777 0.01
Cl -4.147 0.920 -3.698 0.01
H -2.264 0.497 -2.223 0.27
C 1.985 1.190 0.770 -0.15
C 1.067 2.226 0.450 -0.27
C 0.038 1.907 -0.418 0.03
N -0.123 0.618 -0.960 -0.46
C 0.736 -0.347 -0.480 0.05
C 1.880 -0.118 0.262 -0.27
H 2.817 1.324 1.445 0.21
H 1.060 3.242 0.816 0.22
H -0.595 2.722 -0.736 0.21
H 0.574 -1.386 -0.725 0.21
H 2.615 -0.826 0.614 0.23
C 0.395 -5.108 1.466 -0.14
C 1.674 -4.463 1.762 -0.26
C 2.227 -3.690 0.757 0.01
N 1.691 -3.582 -0.539 -0.42
C 0.501 -4.208 -0.747 0.03
C -0.169 -4.935 0.187 -0.27
H -0.012 -5.777 2.210 0.22
H 2.165 -4.621 2.711 0.22
H 3.231 -3.332 0.928 0.20
H 0.114 -4.014 -1.737 0.20
H -1.121 -5.410 0.004 0.23
```

Results
Kohn-Sham gap in eV: 10.03
LUMO energy in eV: 0.401


(2)
Entry from OMol25: a molecular structure, C12H12ClNO6RhS2 (ωB97M-V/def2-TZVPD).

Geometry as XYZ:
```
35
Properties=species:S:1:pos:R:3:nbo_charge:R:1
Rh -0.316 -0.011 -0.031 0.93
O 1.502 0.252 0.688 -0.56
N 2.202 1.263 0.125 -0.01
C 3.536 1.257 0.322 0.04
C 4.271 2.389 0.118 -0.27
C 3.596 3.551 -0.289 -0.16
C 2.259 3.507 -0.568 -0.23
C 1.534 2.303 -0.420 0.02
S -0.059 2.060 -0.969 -0.02
H 3.940 0.310 0.643 0.23
H 5.338 2.368 0.275 0.24
H 4.140 4.479 -0.406 0.23
H 1.721 4.372 -0.929 0.24
O -4.141 -0.889 0.995 -0.77
Cl -2.740 -0.788 0.834 2.50
O -2.138 0.218 1.695 -0.84
O -2.078 -2.055 1.037 -0.84
O -2.394 -0.337 -0.562 -0.83
C 2.535 -3.164 0.163 -0.81
S 0.828 -2.639 0.198 1.26
O 0.616 -1.890 -1.106 -0.98
C 0.065 -4.232 0.004 -0.17
C -0.294 -4.656 -1.264 -0.23
C -0.895 -5.899 -1.404 -0.20
C -1.131 -6.689 -0.288 -0.19
C -0.780 -6.240 0.979 -0.20
C -0.185 -4.998 1.132 -0.23
H 2.717 -3.681 -0.778 0.24
H 2.720 -3.819 1.014 0.24
H 3.139 -2.262 0.243 0.24
H -0.122 -4.007 -2.113 0.25
H -1.190 -6.245 -2.386 0.22
H -1.608 -7.654 -0.403 0.22
H -0.990 -6.848 1.848 0.22
H 0.060 -4.620 2.118 0.22
```

Results
Kohn-Sham gap (alpha / beta) in eV: 8.05 / 7.80
LUMO energy (alpha / beta) in eV: -0.117 / -0.251
2S+1: 2


(3)
Entry from OMol25: a gas-phase ion, C12H12ClO2 (charge -1) at a distorted geometry (ωB97M-V/def2-TZVPD).

Geometry as XYZ:
```
27
Properties=species:S:1:pos:R:3:nbo_charge:R:1
C 3.640 1.602 -0.742 -0.23
C 3.712 0.920 0.482 -0.24
C 2.438 1.824 -1.330 -0.23
C 2.557 0.407 1.024 -0.19
C 1.216 1.333 -0.824 -0.19
C 1.278 0.455 0.368 -0.11
C -3.950 -0.009 -0.216 0.75
C 0.247 -0.385 0.751 -0.06
C -2.381 0.443 -0.056 -0.12
C -1.190 -0.609 0.174 -0.18
C -1.063 -1.341 -1.171 -0.60
C -1.904 -1.572 1.216 -0.64
O -4.681 0.914 0.024 -0.71
O -4.088 -1.183 -0.477 -0.76
Cl -2.099 1.817 0.881 -0.02
H 4.686 2.024 -1.145 0.20
H 4.729 0.636 0.824 0.20
H 2.539 2.533 -2.209 0.21
H 2.758 0.080 2.075 0.21
H 0.233 1.607 -1.213 0.24
H 0.447 -1.272 1.312 0.19
H -2.010 -1.626 -1.563 0.26
H -0.377 -2.260 -0.835 0.17
H -0.341 -0.700 -1.791 0.20
H -2.184 -1.172 2.243 0.21
H -1.342 -2.528 1.381 0.18
H -2.870 -1.937 0.816 0.28
```

Results
Kohn-Sham gap (alpha / beta) in eV: 7.42 / 5.80
LUMO energy (alpha / beta) in eV: 3.003 / 2.087
Total charge: -1


Table of relative energy (zero: lowest compared OMol25 entry of this formula, charge and spin) (eV), in record order: 0.590; 0.174; 2.466